Entry 1:
A 6-piece molecular cluster, C47H90BBrO19P2 overall. Source: the Open Molecules 2025 dataset; level of theory: ωB97M-V/def2-TZVPD.

XYZ file:
```
160
Properties=species:S:1:pos:R:3:lowdin_charge:R:1
C 12.23 -0.45 -0.60 -0.14
C 10.68 -0.41 -1.10 -0.26
C 10.05 1.07 -1.06 -0.22
C 9.76 1.70 -2.51 -0.21
C 8.81 0.79 -3.44 -0.20
C 7.24 1.17 -3.24 -0.19
C 6.36 -0.17 -3.04 -0.22
C 4.92 -0.13 -3.75 -0.18
C 3.81 0.70 -2.90 -0.13
C 2.43 -0.10 -2.82 -0.05
C 2.38 -1.28 -2.02 -0.07
C 3.62 -1.88 -1.21 -0.10
C 4.15 -3.18 -2.03 -0.09
C 3.85 -4.56 -1.29 -0.40
O 4.38 -4.80 -0.19 0.04
O 3.02 -5.59 -1.84 0.05
C 0.99 -2.10 -1.87 -0.23
O 0.97 -3.35 -1.76 0.03
C -0.32 -1.17 -1.92 -0.02
C -1.57 -1.53 -1.09 -0.28
P -1.65 -3.08 0.03 0.88
P -2.29 -4.83 -1.09 0.42
O -1.06 -5.70 -1.36 -0.39
O -3.37 -5.75 -0.15 -0.25
O -3.01 -4.46 -2.59 -0.21
C -2.83 -0.59 -1.13 -0.13
C -4.05 -1.03 -0.20 -0.11
C -2.81 0.72 -2.00 -0.09
C -4.11 1.64 -1.98 -0.57
Br -5.76 0.67 -2.63 0.67
C -4.32 2.29 -0.50 -0.23
C -5.86 2.30 -0.03 -0.18
C -1.51 1.05 -2.82 0.08
B -1.40 2.43 -3.72 -0.48
O -1.15 2.43 -5.14 0.11
O -1.59 3.74 -3.12 -0.04
C -2.57 4.42 -3.98 -0.10
C -0.27 0.13 -2.81 0.01
C 1.09 0.35 -3.60 -0.22
O 1.22 0.78 -4.77 0.07
H 12.48 -1.57 -0.49 0.07
H 12.36 0.05 0.41 0.07
H 12.95 0.01 -1.37 0.07
H 10.65 -0.91 -2.13 0.09
H 10.11 -1.08 -0.36 0.10
H 10.80 1.75 -0.53 0.10
H 9.10 1.01 -0.40 0.11
H 9.29 2.74 -2.32 0.10
H 10.75 1.85 -3.05 0.11
H 9.10 1.05 -4.53 0.11
H 8.98 -0.33 -3.32 0.09
H 6.92 1.69 -4.23 0.11
H 7.12 1.93 -2.38 0.11
H 6.31 -0.45 -1.93 0.11
H 6.95 -1.02 -3.55 0.11
H 4.56 -1.21 -3.83 0.09
H 4.98 0.27 -4.83 0.12
H 3.71 1.71 -3.43 0.12
H 4.27 0.93 -1.87 0.12
H 3.24 -2.29 -0.19 0.13
H 4.43 -1.13 -0.97 0.10
H 5.26 -3.06 -2.31 0.13
H 3.58 -3.19 -3.03 0.12
H 2.65 -5.30 -2.70 0.11
H -0.30 -3.39 0.47 -0.04
H -2.81 -6.22 0.51 0.07
H -3.38 -5.33 -2.90 0.08
H -4.43 -2.08 -0.50 0.08
H -3.61 -1.17 0.86 0.07
H -4.89 -0.28 -0.11 0.03
H -4.04 2.55 -2.69 0.08
H -3.87 3.34 -0.45 0.12
H -3.70 1.63 0.22 0.10
H -6.26 1.27 0.25 0.06
H -5.93 2.96 0.91 0.07
H -6.56 2.79 -0.80 0.07
H -1.16 1.52 -5.50 0.11
H -2.06 4.98 -4.85 0.11
H -3.32 3.70 -4.46 0.09
H -3.18 5.21 -3.42 0.10
C 9.34 6.33 -1.06 -0.11
O 9.64 5.63 -2.26 -0.21
C 10.01 6.51 -3.32 -0.20
C 11.52 6.55 -3.51 -0.20
O 12.17 7.15 -2.39 -0.19
C 12.75 6.18 -1.52 -0.11
H 9.30 5.60 -0.24 0.09
H 10.09 7.08 -0.82 0.08
H 8.36 6.80 -1.15 0.09
H 9.61 7.52 -3.14 0.13
H 9.55 6.12 -4.23 0.12
H 11.75 7.18 -4.38 0.12
H 11.92 5.55 -3.70 0.12
H 13.66 5.78 -1.97 0.09
H 12.06 5.36 -1.30 0.08
H 13.01 6.67 -0.58 0.09
C -4.42 2.30 3.75 -0.10
O -4.21 1.02 3.15 -0.21
C -3.01 0.40 3.61 -0.19
C -3.30 -0.66 4.66 -0.20
O -3.81 -0.08 5.86 -0.19
C -5.22 -0.21 5.97 -0.11
H -5.45 2.60 3.55 0.08
H -4.27 2.27 4.83 0.09
H -3.74 3.03 3.30 0.09
H -2.30 1.15 3.99 0.13
H -2.55 -0.08 2.74 0.11
H -2.36 -1.16 4.92 0.11
H -3.99 -1.42 4.28 0.13
H -5.47 -1.24 6.24 0.09
H -5.73 0.06 5.04 0.08
H -5.56 0.45 6.76 0.09
C -8.86 2.05 3.23 -0.10
O -8.69 3.09 2.28 -0.21
C -9.93 3.46 1.66 -0.20
C -10.49 4.74 2.27 -0.20
O -10.89 4.54 3.62 -0.19
C -9.94 5.04 4.55 -0.11
H -7.95 1.98 3.82 0.08
H -9.70 2.23 3.90 0.09
H -9.00 1.10 2.71 0.09
H -10.65 2.64 1.72 0.13
H -9.71 3.64 0.60 0.12
H -11.39 5.02 1.71 0.12
H -9.78 5.56 2.19 0.13
H -10.00 6.13 4.58 0.09
H -8.92 4.74 4.29 0.08
H -10.17 4.64 5.54 0.09
C -7.27 -4.26 1.84 -0.11
O -6.55 -3.87 0.67 -0.20
C -6.24 -4.98 -0.17 -0.20
C -7.20 -5.07 -1.35 -0.19
O -8.52 -5.38 -0.93 -0.19
C -9.36 -4.23 -0.90 -0.11
H -7.68 -3.36 2.30 0.09
H -8.09 -4.94 1.60 0.08
H -6.59 -4.74 2.54 0.09
H -6.24 -5.92 0.40 0.13
H -5.23 -4.82 -0.55 0.07
H -6.87 -5.88 -2.01 0.12
H -7.18 -4.14 -1.94 0.13
H -9.65 -3.95 -1.92 0.09
H -8.88 -3.39 -0.41 0.08
H -10.27 -4.49 -0.35 0.09
C -1.00 -5.45 3.04 -0.12
O -1.08 -4.15 3.60 -0.21
C -1.49 -4.18 4.97 -0.19
C -0.30 -4.00 5.91 -0.20
O 0.59 -5.11 5.84 -0.19
C 1.73 -4.83 5.05 -0.11
H -0.46 -5.38 2.09 0.08
H -0.46 -6.15 3.69 0.09
H -2.00 -5.84 2.84 0.08
H -2.03 -5.10 5.20 0.13
H -2.18 -3.34 5.11 0.10
H -0.67 -3.94 6.94 0.13
H 0.22 -3.06 5.69 0.13
H 2.42 -4.18 5.60 0.09
H 1.47 -4.36 4.10 0.08
H 2.24 -5.78 4.84 0.09
```

## Properties
M (u): 1111.882
SMILES: CCCCCCCCCC1=C(CCC(=O)O)C(=O)c2c(PP(=O)(O)O)c(C)c([C@@H](Br)CC)c(B(O)OC)c2C1=O.COCCOC.COCCOC.COCCOC.COCCOC.COCCOC
Frontier orbital gap (eV): 7.47
E_HOMO (eV): -8.8029
2S+1: 1


Entry 2:
A 7-piece molecular cluster, C15H36N2O5S4 overall. Source: the Open Molecules 2025 dataset; level of theory: ωB97M-V/def2-TZVPD.

XYZ file:
```
62
Properties=species:S:1:pos:R:3:lowdin_charge:R:1
C -8.43 16.13 4.24 -0.07
C -9.39 15.72 3.22 -0.26
N -10.15 15.37 2.43 0.13
H -8.01 15.25 4.71 0.06
H -8.87 16.75 5.02 0.09
H -7.64 16.72 3.79 0.07
C -7.13 14.39 -2.04 -0.06
C -8.51 14.84 -2.13 -0.27
N -9.60 15.21 -2.20 0.15
H -6.54 15.01 -1.38 0.09
H -6.74 14.45 -3.06 0.09
H -7.09 13.37 -1.65 0.05
C -7.66 9.59 6.62 -0.24
S -8.27 10.43 5.12 0.78
O -8.66 11.79 5.58 -0.56
C -9.75 9.42 4.83 -0.25
H -7.82 8.51 6.62 0.05
H -8.12 10.14 7.44 0.06
H -6.60 9.82 6.67 0.04
H -10.35 9.83 4.03 0.05
H -10.35 9.38 5.74 0.06
H -9.41 8.42 4.57 0.05
C -11.92 15.29 -4.79 -0.28
S -13.17 14.34 -3.89 0.79
O -14.34 14.24 -4.83 -0.57
C -12.23 12.79 -4.02 -0.26
H -12.20 16.33 -4.89 0.05
H -11.72 14.83 -5.76 0.05
H -10.95 15.26 -4.28 0.01
H -12.73 11.94 -3.55 0.04
H -11.27 12.88 -3.50 0.03
H -12.09 12.65 -5.09 0.05
C -5.62 13.04 4.88 -0.28
S -4.53 14.40 4.41 0.83
O -5.44 15.56 4.25 -0.56
C -3.74 14.56 6.05 -0.26
H -6.05 13.10 5.88 0.05
H -5.09 12.09 4.73 0.05
H -6.43 13.01 4.14 0.03
H -3.07 13.72 6.23 0.05
H -4.52 14.60 6.81 0.05
H -3.18 15.50 6.10 0.05
C -10.24 12.35 -0.20 -0.26
S -8.89 11.31 0.41 0.84
O -7.72 11.60 -0.47 -0.58
C -8.57 12.22 1.94 -0.27
H -10.06 13.40 0.04 0.04
H -11.15 11.98 0.27 0.03
H -10.33 12.19 -1.27 0.04
H -9.16 11.98 2.82 0.03
H -8.69 13.29 1.76 0.02
H -7.52 12.01 2.17 0.04
C -14.47 12.40 1.27 -0.02
C -14.25 12.52 -0.23 -0.48
O -13.29 12.01 -0.76 0.05
C -15.33 13.23 -0.99 -0.02
H -14.81 13.36 1.66 0.09
H -13.55 12.04 1.73 0.07
H -15.25 11.66 1.46 0.09
H -16.30 12.87 -0.66 0.09
H -15.26 13.10 -2.07 0.07
H -15.33 14.31 -0.79 0.09
```

## Properties
M (u): 452.730
Frontier orbital gap (eV): 8.61
E_HOMO (eV): -8.4233
2S+1: 1